# CH16Ni3O11

A structure of composition CH16Ni3O11 (the ωB97M-V functional and the def2-TZVPD basis, the OMol25 dataset).

The charge is +4. As for the spin multiplicity: 7. The calculation puts the frontier orbital gap (alpha / beta) at 8.2381 / 6.2101 eV. For the electronic energy, the calculation gives -146903.1543 eV. As for the HOMO energy (alpha / beta): -23.5 / -23.5 eV.

The geometry in XYZ format:
```
31
Properties=species:S:1:pos:R:3:lowdin_charge:R:1
Ni 2.635 -1.429 -0.670 1.18
Ni -0.717 -2.034 3.069 1.32
Ni -3.092 -0.608 0.291 1.22
C -0.506 -1.050 0.219 -0.67
O -1.262 -1.316 1.323 -0.17
O -1.312 -0.590 -0.697 -0.09
O 0.727 -1.137 0.081 0.02
O 0.155 -0.357 3.760 -0.06
H -0.226 0.370 4.289 0.14
H 1.012 0.000 3.362 0.02
O 0.060 1.360 -2.167 -0.02
H -0.624 1.898 -2.598 0.10
H -0.345 0.513 -1.931 0.01
O 1.857 -2.130 -2.379 -0.03
H 2.315 -2.004 -3.231 0.14
H 0.902 -2.375 -2.612 0.09
O 1.552 0.960 2.439 -0.02
H 0.709 1.245 2.007 0.03
H 2.046 1.774 2.636 0.13
O -0.943 -2.344 -2.912 -0.02
H -1.547 -2.907 -3.425 0.11
H -1.462 -1.900 -2.229 0.01
O 2.760 0.441 -1.448 -0.02
H 1.930 0.859 -1.797 0.08
H 3.487 1.041 -1.701 0.14
O -3.028 1.158 1.179 -0.03
H -2.190 1.704 1.272 0.08
H -3.754 1.694 1.561 0.14
O -0.490 2.126 1.054 -0.03
H -0.473 3.102 1.114 0.14
H -0.174 1.938 0.139 0.08
```